1.
Molecular formula: C6H8
Method: DFT, wB97M-V/def2-TZVPD

Each line ends with the Mulliken charge.
Positions of all 14 atoms, in Å:
C: 2.45460 -0.44849 -0.14252  -0.8548
C: 1.32921 0.07191 0.35737  -0.1191
C: 0.06229 0.51968 -0.72594  -0.1950
C: -1.02702 1.24478 0.03475  -0.9029
C: -1.08350 -0.22050 -0.21487  0.3072
C: -1.88555 -1.14013 0.24734  -0.6573
H: 3.18739 -0.87627 0.41809  0.2996
H: 2.73618 -0.47434 -1.14273  0.2503
H: 1.06565 0.11977 1.35584  0.3444
H: 0.48304 0.62199 -1.66523  0.5013
H: -1.60883 1.98019 -0.40174  0.2946
H: -0.95222 1.64813 0.98784  0.2550
H: -1.98536 -2.22780 0.05618  0.2613
H: -2.77587 -0.81893 0.83562  0.2153

Cartesian forces, eV/Å:
-2.4 1.3 0.6
-0.9 0.2 -5.1
2.9 -1.7 5.6
0.7 -1.0 -1.0
-0.9 1.6 -0.1
-2.0 -1.6 0.3
1.9 -0.9 2.1
-0.2 0.1 -2.0
-0.4 0.0 1.9
0.0 0.4 -2.0
-1.5 0.7 -2.0
1.2 0.0 2.1
0.9 0.7 -0.2
0.9 0.1 -0.3

Its SMILES is C=C[C@@H]1CC1=C. As for the gap between HOMO and LUMO: 10.58 eV. The calculation puts the HOMO energy at -0.3460 hartree. As for the energy relative to the best compared isomer or geometry (same formula, charge and spin): 3.445 eV. As for the molar mass: 80.13 g/mol. The LUMO energy comes out at 1.164 eV.

***

2.
Molecular formula: C4H13N4O
Method: DFT, wB97M-V/def2-TZVPD

Each line ends with the Mulliken charge.
Positions of all 22 atoms, in Å:
C: 1.76108 -0.68362 0.12937  0.0958
C: 0.23695 1.25680 0.43425  0.0894
C: -3.38548 -0.19661 0.51882  0.1659
C: 2.97985 0.22166 0.12698  -1.1903
N: 0.60015 0.16113 -0.11667  -0.0955
N: -0.56847 2.10739 -0.15632  -0.3448
N: -4.25484 -0.66029 -0.35370  -0.3310
N: 1.87534 -1.75009 -0.83617  -0.5641
O: -2.34837 0.25315 0.11674  -0.5693
H: 1.67401 -1.10356 1.15654  0.2610
H: 0.64247 1.40563 1.43097  0.4177
H: -3.86578 -0.35554 1.50480  0.3055
H: 3.85848 -0.30903 0.50890  0.3778
H: 2.88722 1.09242 0.88496  0.3730
H: 3.09196 0.63634 -0.85805  0.3129
H: 0.14888 -0.02291 -0.97576  0.2222
H: -0.81088 2.07599 -1.19052  0.2669
H: -1.01527 2.85764 0.41014  0.2656
H: -4.02471 -0.55772 -1.31197  0.2110
H: -5.21576 -0.89794 -0.05314  0.2360
H: 2.59622 -2.44469 -0.54150  0.2708
H: 1.75114 -1.42127 -1.77397  0.2234

Cartesian forces, eV/Å:
1.5 -0.1 1.7
-0.1 0.5 0.7
-1.9 -0.9 -0.1
0.1 1.3 2.1
0.0 -1.2 -1.4
-0.4 1.8 -0.6
-2.6 -0.9 0.1
-0.7 -0.2 1.8
2.0 0.7 0.9
-0.2 0.0 -0.7
-0.4 0.6 0.0
1.3 0.6 0.6
-0.1 -0.1 -0.6
-0.1 -1.2 -1.2
0.5 0.2 -0.4
-0.7 -0.5 -1.1
0.3 -0.3 2.2
0.6 -1.0 -0.9
-0.1 -0.1 -0.9
1.1 0.1 -0.6
-1.0 1.0 -1.2
0.9 -0.5 -0.5

As for the gap between HOMO and LUMO: 10.13 eV. The calculation puts the HOMO energy at -0.4754 hartree. As for the energy relative to the best compared isomer or geometry (same formula, charge and spin): 2.426 eV. As for the molar mass: 133.18 g/mol. The charge is +1. The LUMO energy comes out at -2.803 eV.

***

3.
Molecular formula: C14H17F6N4O5S3
Method: DFT, wB97M-V/def2-TZVPD

Each line ends with the Mulliken charge.
Positions of all 49 atoms, in Å:
C: -2.93937 -1.55693 -3.12891  -1.4365
C: -2.50216 -1.88398 -1.67089  0.2272
O: -2.56988 -3.28394 -1.35751  -0.6083
C: -1.10456 -1.25373 -1.28561  -1.2993
C: -1.37873 0.15635 -0.69150  0.8594
C: -1.88538 1.10927 -1.53624  -0.3122
C: -2.17540 2.46065 -1.08624  0.4192
N: -2.66802 3.46165 -1.82675  -0.7577
S: -2.76416 4.67620 -0.70710  0.0990
N: -2.23739 3.97213 0.65910  -0.7206
C: -1.91475 2.69632 0.32050  0.5272
C: -1.38198 1.70646 1.21591  -1.1334
C: -1.10592 0.45330 0.72088  1.0880
C: -0.49415 -0.55508 1.69704  -1.0675
C: -1.33057 -1.85367 1.89538  -0.1197
C: -2.00399 -2.01209 3.28889  -0.7363
N: -1.26417 -1.39369 4.39640  -0.5498
H: -3.41021 -2.43068 -3.61661  0.3927
H: -3.70437 -0.75708 -3.10133  0.3249
H: -2.11289 -1.18709 -3.75856  0.2946
H: -3.23548 -1.36841 -1.01276  0.3919
H: -3.16097 -3.35215 -0.59938  0.3615
H: -0.50300 -1.13540 -2.20608  0.6041
H: -0.58103 -1.91658 -0.57814  0.3341
H: -2.05739 0.89843 -2.59947  0.3994
H: -1.22105 2.00504 2.25675  0.4092
H: 0.47092 -0.86017 1.23709  0.1949
H: -0.23230 -0.02273 2.62204  0.5723
H: -0.71800 -2.75551 1.70728  0.3640
H: -2.14794 -1.89500 1.14681  -0.1603
H: -2.03867 -3.11140 3.49310  0.3268
H: -3.06295 -1.68881 3.31632  0.3194
H: -1.59605 -1.72274 5.29454  0.2496
H: -0.26049 -1.50195 4.30898  0.1744
C: 2.74714 1.31260 -2.77501  0.6561
F: 1.90121 0.76958 -3.66174  -0.2304
F: 3.84985 1.67524 -3.44971  -0.2458
F: 2.18160 2.44590 -2.33029  -0.2409
S: 3.13286 0.15598 -1.40552  0.8336
O: 3.74840 -0.97082 -2.04952  -0.6571
O: 1.85966 -0.10537 -0.78915  -0.4520
N: 4.10215 1.12032 -0.60895  -0.3430
S: 4.70220 0.52096 0.73125  0.9939
O: 5.66130 -0.53733 0.57667  -0.6574
O: 3.77553 0.36008 1.81960  -0.6351
C: 5.70376 1.98727 1.19075  0.6564
F: 4.94329 3.08209 1.35627  -0.2417
F: 6.60997 2.29147 0.24711  -0.2434
F: 6.37350 1.79505 2.33430  -0.2254

Cartesian forces, eV/Å:
-0.3 -0.1 0.1
0.0 0.9 0.5
-0.1 0.2 -0.3
-0.8 0.4 -0.2
0.5 -0.4 -0.2
-0.1 0.6 -0.2
0.6 -2.3 0.3
0.5 0.4 2.2
-0.1 -0.1 -0.2
0.1 -0.7 -1.1
-0.5 1.4 -0.3
-0.3 0.0 -0.9
-0.2 0.6 0.7
0.5 -0.3 -1.4
-0.5 0.2 0.4
0.2 -1.3 0.5
-0.3 0.6 -0.4
0.3 0.3 0.3
0.4 -0.4 -0.1
-0.2 -0.3 0.3
0.3 -0.3 -0.3
0.2 -0.2 -0.2
-0.1 -0.1 0.6
-0.2 0.4 -0.4
0.2 0.0 0.5
0.0 -0.3 -0.4
-0.4 0.3 0.3
-0.3 -0.4 -0.2
-0.1 0.5 0.1
0.5 0.1 0.3
-0.3 0.5 -0.4
0.6 0.3 -0.1
0.2 0.0 -0.2
-0.2 -0.2 0.1
0.1 1.1 -0.5
0.1 -0.3 0.3
0.0 -0.3 0.1
0.0 -0.2 0.1
-0.3 -0.4 -0.5
0.2 0.2 0.0
-0.1 0.2 0.2
-0.2 -0.8 0.3
0.4 -0.2 0.7
0.0 0.1 -0.3
-0.2 0.2 -0.2
0.4 1.1 -0.2
-0.1 -0.3 0.0
-0.1 -0.3 0.0
-0.2 -0.3 -0.1

As for the gap between HOMO and LUMO: 8.30 eV. The calculation puts the HOMO energy at -0.2408 hartree. As for the molar mass: 531.50 g/mol. The charge is -1. The LUMO energy comes out at 1.749 eV.

***

4.
Molecular formula: C2H3NO2
Method: DFT, wB97M-V/def2-TZVPD

Each line ends with the Mulliken charge.
Positions of all 8 atoms, in Å:
C: 1.07988 0.00968 -0.00175  -0.8736
C: -0.35747 0.16637 -0.01657  0.6919
N: -1.33289 0.98705 -0.00127  -0.3854
O: -2.31199 0.03571 0.01475  -0.0252
O: -1.41216 -1.07245 -0.00337  -0.2618
H: 1.55914 0.95976 -0.22781  0.3116
H: 1.40848 -0.34680 0.97500  0.2647
H: 1.36702 -0.73932 -0.73898  0.2779

Cartesian forces, eV/Å:
0.4 -0.1 0.1
-3.6 -3.4 0.1
0.4 0.1 0.0
-0.6 0.6 0.0
3.3 2.5 0.0
0.0 0.0 0.0
0.0 0.1 0.0
0.0 0.1 -0.1

Its SMILES is Cc1noo1. As for the gap between HOMO and LUMO: 11.12 eV. The calculation puts the HOMO energy at -0.3791 hartree. As for the energy relative to the best compared isomer or geometry (same formula, charge and spin): 5.706 eV. As for the molar mass: 73.05 g/mol. The LUMO energy comes out at 0.804 eV.